Density functional theory data (the ωB97M-V functional and the def2-TZVPD basis) for a cluster of 7 separate species, C19H47ClO12S in total at a distorted geometry.

The geometry in ORCA input format:
```
! wB97M-V def2-TZVPD RIJCOSX def2/J DEFGRID3
* xyz 0 1
O 4.00 -1.99 4.38
C 3.72 -1.49 3.40
O 3.90 -2.06 2.16
C 2.82 -1.55 1.38
Cl 3.46 -1.44 -0.30
C 2.55 -0.14 1.91
C 1.10 0.25 2.20
C 0.11 -0.03 1.03
C -1.22 -0.55 1.65
C -1.08 -2.06 1.99
S -2.65 -2.91 2.28
O -2.76 -3.28 3.65
O -2.67 -4.05 1.44
O -3.89 -2.01 1.80
O 3.16 -0.28 3.23
H 2.04 -2.30 1.49
H 3.06 0.62 1.31
H 0.80 -0.30 3.09
H 1.06 1.33 2.39
H 0.51 -0.72 0.28
H -0.18 0.89 0.52
H -2.07 -0.42 0.98
H -1.42 0.05 2.54
H -0.60 -2.54 1.13
H -0.43 -2.17 2.86
H -4.08 -1.33 2.46
C 5.72 -0.18 -4.75
C 4.68 -1.19 -4.29
O 3.84 -0.63 -3.29
H 6.33 0.14 -3.91
H 6.37 -0.62 -5.51
H 5.24 0.70 -5.16
H 5.16 -2.07 -3.86
H 4.06 -1.52 -5.13
H 3.41 0.14 -3.67
C -2.03 4.74 0.28
C -1.80 4.20 1.68
O -0.61 3.41 1.72
H -2.11 3.92 -0.44
H -2.95 5.33 0.24
H -1.20 5.37 -0.03
H -2.63 3.55 1.98
H -1.71 5.01 2.40
H 0.12 3.99 1.46
C 6.63 3.15 -8.10
C 6.36 1.71 -7.72
O 5.03 1.56 -7.22
H 6.50 3.81 -7.24
H 7.65 3.27 -8.48
H 5.93 3.49 -8.88
H 7.04 1.39 -6.94
H 6.49 1.05 -8.59
H 4.42 1.83 -7.91
C -2.63 -7.24 0.99
C -1.95 -7.40 -0.35
O -1.78 -8.78 -0.69
H -2.04 -7.73 1.77
H -2.75 -6.19 1.25
H -3.61 -7.72 0.99
H -0.96 -6.94 -0.34
H -2.54 -6.92 -1.14
H -2.65 -9.18 -0.71
C -7.15 -1.41 -0.59
C -6.43 -0.10 -0.87
O -5.53 0.22 0.19
H -7.70 -1.34 0.34
H -7.84 -1.65 -1.40
H -6.43 -2.23 -0.49
H -7.14 0.72 -0.95
H -5.86 -0.16 -1.80
H -4.89 -0.50 0.26
C -1.81 5.88 6.78
C -2.08 5.14 5.48
O -1.03 5.36 4.54
H -1.72 6.95 6.59
H -2.62 5.71 7.49
H -0.87 5.55 7.23
H -3.01 5.48 5.03
H -2.16 4.06 5.66
H -0.21 5.05 4.93
*
```

The max |F| comes out at 4.874 eV Å⁻¹. Its LUMO energy is 0.209 eV.

These are the Mulliken partial charges, in e, on atoms 1 to 8:
1. O -0.4288
2. C 0.5137
3. O -0.4097
4. C 0.1746
5. Cl -0.0972
6. C 0.0500
7. C -0.8707
8. C -0.5763